{"formula": "C41H67B3ClF7N3O9S", "method": "wB97M-V/def2-TZVPD", "spin_multiplicity": 4, "largest_force_ev_per_a": 2.854, "orbital_gap_ev": [8.16, 8.94], "symbols": ["O", "C", "C", "B", "O", "B", "C", "C", "C", "Cl", "O", "B", "S", "O", "O", "C", "F", "F", "C", "F", "F", "C", "F", "F", "F", "O", "C", "C", "C", "C", "C", "C", "H", "H", "H", "H", "H", "H", "H", "H", "H", "H", "H", "H", "H", "C", "C", "C", "C", "C", "C", "N", "O", "C", "C", "C", "H", "H", "H", "H", "H", "H", "H", "H", "H", "H", "H", "H", "H", "H", "H", "H", "H", "H", "C", "C", "C", "C", "C", "C", "N", "O", "C", "C", "C", "H", "H", "H", "H", "H", "H", "H", "H", "H", "H", "H", "H", "H", "H", "H", "H", "H", "H", "C", "C", "C", "C", "C", "C", "N", "O", "C", "C", "C", "H", "H", "H", "H", "H", "H", "H", "H", "H", "H", "H", "H", "H", "H", "H", "H", "H", "H"], "xyz": [[-5.9423, 3.4439, 6.5426], [-6.4280, 3.2451, 5.4481], [-6.5648, 1.8035, 4.9018], [-5.1562, 1.1182, 4.9201], [-4.0551, 1.6988, 4.2989], [-2.8357, 1.2069, 4.8028], [-1.7366, 2.2409, 5.2536], [-2.0010, 3.5862, 4.5108], [-0.8948, 4.5897, 4.8374], [0.6701, 4.0757, 4.0908], [-2.6735, -0.1914, 4.8519], [-3.9457, -0.6901, 4.7210], [-4.4399, -2.0087, 3.4617], [-4.7990, -1.2794, 2.2680], [-5.5583, -2.7559, 3.9624], [-3.0374, -3.1511, 3.0359], [-2.8892, -4.0100, 4.0591], [-1.9129, -2.4222, 2.9569], [-3.3222, -3.9959, 1.7441], [-4.6309, -4.0428, 1.4459], [-2.9647, -5.2683, 1.9757], [-2.5999, -3.4629, 0.4751], [-3.0565, -2.2680, 0.1255], [-2.9380, -4.2934, -0.5358], [-1.2767, -3.4858, 0.5644], [-4.9129, -0.1410, 5.5186], [-6.8823, 4.3475, 4.5240], [-8.0075, 4.2191, 3.7331], [-8.3663, 5.2288, 2.8801], [-7.6067, 6.3774, 2.8099], [-6.5036, 6.5216, 3.6220], [-6.1395, 5.5092, 4.4742], [-6.8713, 1.8555, 3.8469], [-7.3263, 1.2305, 5.4395], [-0.7187, 1.8840, 5.0816], [-1.9090, 2.4373, 6.3243], [-2.9736, 4.0151, 4.7738], [-2.0320, 3.3719, 3.4353], [-0.7280, 4.6432, 5.9164], [-1.1086, 5.5887, 4.4534], [-8.5973, 3.3090, 3.8037], [-9.2377, 5.1328, 2.2389], [-7.8491, 7.1965, 2.1392], [-5.9024, 7.4260, 3.5875], [-5.2735, 5.5992, 5.1253], [1.9444, -3.5251, -0.7808], [2.0995, -4.5693, -1.9136], [1.1745, -5.7684, -1.6711], [1.6764, -6.7416, -0.6039], [3.1253, -7.1467, -0.8794], [4.0538, -5.9399, -1.0320], [3.5313, -4.9625, -2.0269], [3.7268, -5.4524, -3.2172], [4.2438, -5.2675, 0.3424], [5.4564, -6.4204, -1.4071], [1.6078, -3.8429, -3.1697], [2.8683, -2.9641, -0.6318], [1.1762, -2.7899, -1.0208], [1.6497, -3.9644, 0.1734], [1.0518, -6.3273, -2.6046], [0.1787, -5.4105, -1.3974], [1.5822, -6.3018, 0.3932], [1.0447, -7.6326, -0.6010], [3.4861, -7.7895, -0.0727], [3.1558, -7.7565, -1.7881], [4.8430, -4.3591, 0.2519], [4.7703, -5.9417, 1.0193], [3.3131, -5.0121, 0.8429], [5.4620, -7.0173, -2.3183], [5.8611, -7.0498, -0.6141], [6.1358, -5.5769, -1.5455], [2.2478, -2.9904, -3.4098], [0.5946, -3.4732, -3.0102], [1.5692, -4.4992, -4.0386], [5.6601, 1.9924, -4.0912], [4.4856, 1.1312, -3.5612], [4.2791, 1.3820, -2.0576], [5.3051, 0.6970, -1.1593], [5.4154, -0.7834, -1.5084], [5.7067, -1.0267, -2.9891], [4.7430, -0.3060, -3.8719], [3.6058, -0.9394, -3.8443], [7.1560, -0.6002, -3.2965], [5.6842, -2.5303, -3.2571], [3.2554, 1.6671, -4.2982], [6.1548, 1.5128, -4.9364], [5.3122, 2.9616, -4.4484], [6.4086, 2.2043, -3.3274], [3.2844, 1.0319, -1.7597], [4.2949, 2.4566, -1.8583], [6.2787, 1.1888, -1.2392], [5.0001, 0.8020, -0.1156], [6.1969, -1.2462, -0.9007], [4.4800, -1.2805, -1.2288], [7.3725, -0.6966, -4.3617], [7.8558, -1.2421, -2.7601], [7.3935, 0.4165, -2.9922], [4.7367, -2.9747, -2.9686], [6.4575, -3.0330, -2.6745], [5.8657, -2.7586, -4.3090], [3.3298, 1.4931, -5.3736], [3.1559, 2.7412, -4.1387], [2.3320, 1.2142, -3.9421], [-0.4097, 3.9622, -3.0457], [-0.1813, 3.2495, -1.6887], [-0.0243, 1.7357, -1.9033], [-1.3370, 1.0001, -2.1664], [-2.3765, 1.3491, -1.1046], [-2.5896, 2.8571, -0.9591], [-1.3015, 3.5834, -0.7579], [-0.9006, 3.3783, 0.4636], [-3.3267, 3.3899, -2.2037], [-3.5619, 3.1199, 0.1924], [1.1609, 3.7944, -1.1893], [-1.0034, 4.8689, -2.9238], [0.5340, 4.2711, -3.4956], [-0.8994, 3.3246, -3.7823], [0.4404, 1.2879, -1.0178], [0.6619, 1.5484, -2.7301], [-1.7138, 1.2334, -3.1663], [-1.1563, -0.0772, -2.1565], [-3.3252, 0.8647, -1.3479], [-2.0583, 0.9259, -0.1458], [-3.4291, 4.4756, -2.1607], [-4.3311, 2.9673, -2.2530], [-2.8497, 3.1307, -3.1454], [-3.2171, 2.6924, 1.1337], [-4.5300, 2.6678, -0.0241], [-3.7170, 4.1908, 0.3383], [1.1077, 4.8661, -0.9864], [1.9369, 3.6319, -1.9376], [1.4961, 3.2925, -0.2815]], "forces_ev_per_a": [[-0.10, 0.10, -0.61], [-0.26, -0.55, -0.09], [0.12, 0.49, -0.15], [-0.17, 0.18, 0.17], [-0.21, -0.54, 0.92], [1.15, 0.58, -0.17], [-1.21, 0.32, -0.50], [0.82, -0.41, 0.05], [-0.19, -0.09, -0.25], [-0.22, 0.14, 0.17], [-0.91, 0.42, -0.80], [1.52, -0.24, 1.81], [-2.72, 0.03, -0.87], [1.25, 0.69, -0.20], [0.75, -0.81, 0.90], [-0.11, -0.41, 0.65], [-0.09, 0.19, 0.07], [-0.08, 0.00, -0.38], [-0.06, -0.06, -0.21], [-0.01, 0.47, 0.25], [0.59, 0.21, -0.09], [-0.58, -0.92, -1.25], [0.45, 0.25, 0.51], [0.14, -0.03, 0.30], [-0.06, 0.32, 0.31], [-0.78, -0.13, -1.63], [0.40, -0.39, 0.75], [-0.15, -0.89, 0.20], [-0.69, 0.28, -0.72], [0.06, 0.64, -0.22], [0.52, 0.57, -0.04], [0.51, -0.06, 0.63], [0.04, -0.11, 0.20], [0.21, 0.13, 0.11], [-0.11, 0.04, 0.17], [0.31, -0.27, -0.05], [0.14, -0.12, 0.14], [0.10, 0.36, 0.08], [0.02, 0.03, -0.17], [0.06, -0.16, 0.01], [-0.01, 0.13, -0.13], [0.06, -0.06, 0.15], [-0.18, -0.24, -0.01], [-0.13, -0.08, -0.06], [-0.11, 0.03, -0.11], [0.03, -0.01, 0.39], [-1.15, 1.62, 0.85], [0.19, -0.61, 0.10], [0.08, 0.07, -0.04], [-0.54, -0.07, -0.21], [0.94, 0.10, 1.81], [-0.87, -2.21, -1.53], [0.53, 0.60, 0.00], [-0.24, 0.20, 0.16], [0.03, -0.02, -0.67], [0.49, -0.22, -0.56], [0.02, -0.07, -0.01], [-0.04, -0.11, -0.13], [0.12, -0.04, 0.01], [0.12, 0.11, -0.07], [0.07, 0.18, -0.05], [0.05, 0.02, -0.01], [-0.01, 0.03, 0.02], [0.15, 0.12, 0.02], [0.06, 0.15, -0.09], [-0.03, 0.00, -0.05], [0.04, -0.08, -0.14], [-0.02, 0.07, -0.08], [-0.07, 0.14, -0.06], [-0.15, 0.08, 0.12], [-0.04, 0.01, -0.03], [-0.01, -0.03, 0.01], [0.02, -0.04, 0.22], [0.17, -0.01, 0.04], [0.33, -0.01, 0.11], [0.76, 1.86, -0.57], [0.01, -0.37, 0.38], [0.02, -0.03, -0.07], [-0.38, 0.33, 0.27], [2.04, -0.46, -0.08], [-1.98, -0.50, 1.85], [0.24, -0.08, -0.73], [0.08, 0.35, -0.05], [-0.61, -0.12, -0.19], [-0.43, -0.61, -0.13], [-0.01, -0.06, 0.05], [-0.15, -0.04, 0.09], [0.04, -0.10, -0.03], [-0.02, -0.07, -0.18], [-0.03, 0.03, -0.23], [0.01, -0.03, -0.05], [0.01, 0.04, -0.02], [0.07, -0.08, -0.17], [-0.04, -0.01, -0.17], [-0.05, 0.00, 0.00], [-0.14, -0.11, 0.02], [-0.06, 0.03, -0.07], [-0.05, 0.02, -0.13], [0.08, 0.21, 0.05], [-0.06, 0.07, -0.01], [0.02, -0.03, 0.02], [0.24, 0.00, 0.09], [0.09, -0.19, -0.10], [-0.25, -0.06, -0.23], [0.77, 0.74, -1.77], [-0.38, -0.41, 0.32], [-0.01, 0.10, 0.02], [0.47, -0.29, -0.02], [-1.70, 0.33, -0.96], [0.86, -2.09, 1.48], [-0.16, 0.77, 0.00], [0.14, 0.04, -0.30], [0.37, 0.09, 0.53], [-0.08, 0.01, 0.80], [-0.04, -0.05, 0.05], [0.07, -0.12, 0.12], [-0.09, 0.04, 0.05], [-0.02, 0.16, 0.09], [0.05, 0.23, 0.00], [-0.02, 0.03, 0.02], [0.02, 0.01, -0.03], [-0.08, 0.17, 0.04], [0.04, 0.15, 0.05], [0.05, -0.01, 0.03], [0.03, -0.04, 0.16], [0.07, 0.05, 0.04], [0.11, 0.07, -0.03], [0.07, -0.03, -0.18], [0.05, 0.00, 0.00], [-0.06, -0.02, 0.00], [-0.19, -0.06, -0.18], [-0.15, 0.08, 0.07]]}